Entry 1:
Computed, not measured: one molecule with the formula C23H31N3O3S, with the ωB97M-V functional and the def2-TZVPD basis.

Each line ends with the natural charge from an NBO analysis.
CARTESIAN COORDINATES (ANGSTROEM)
C -6.973 -2.633 -1.332  -0.5961
H -6.066 -3.003 -1.803  0.2019
H -7.632 -3.479 -1.145  0.2084
H -7.467 -1.956 -2.025  0.2127
C -6.652 -1.913 -0.021  -0.2573
C -5.812 -0.686 -0.277  0.0825
C -6.289 0.577 0.047  -0.2359
C -5.528 1.709 -0.182  -0.2029
C -4.265 1.610 -0.750  -0.0339
C -3.785 0.347 -1.078  -0.2216
C -4.547 -0.783 -0.845  -0.2441
H -4.147 -1.749 -1.113  0.2116
H -2.808 0.247 -1.532  0.2148
C -3.408 2.830 -0.936  -0.4274
H -4.027 3.698 -1.166  0.2191
H -2.704 2.677 -1.755  0.2179
C -2.617 3.121 0.351  -0.2149
N -1.760 2.013 0.698  -0.6164
C -0.414 2.067 0.569  0.6648
O 0.190 3.084 0.296  -0.6167
C 0.287 0.764 0.807  -0.1603
C 1.465 0.526 0.107  -0.0825
C 2.148 -0.656 0.302  -0.3465
C 1.693 -1.610 1.191  -0.1704
C 0.528 -1.369 1.904  -0.2149
C -0.173 -0.190 1.711  -0.1697
H -1.066 -0.004 2.290  0.2176
H 0.168 -2.100 2.612  0.2219
H 2.261 -2.518 1.316  0.2447
S 3.644 -0.944 -0.643  2.3136
O 3.317 -0.945 -2.039  -0.9365
O 4.291 -2.113 -0.106  -0.9492
N 4.464 0.477 -0.312  -0.6748
C 5.093 0.504 0.990  -0.2338
C 6.452 -0.198 0.982  -0.2509
N 7.301 0.382 -0.047  -0.4410
C 8.627 -0.196 -0.022  -0.4051
H 9.240 0.293 -0.779  0.2000
H 9.073 -0.019 0.955  0.1998
H 8.623 -1.279 -0.217  0.1669
C 6.674 0.230 -1.349  -0.2436
C 5.336 0.966 -1.359  -0.2361
H 4.819 0.811 -2.305  0.2401
H 5.494 2.035 -1.189  0.2087
H 7.335 0.658 -2.106  0.2067
H 6.494 -0.833 -1.593  0.1743
H 6.937 -0.058 1.951  0.2036
H 6.291 -1.276 0.815  0.1947
H 4.418 0.016 1.695  0.2166
H 5.217 1.553 1.275  0.2127
H 1.845 1.262 -0.584  0.2460
H -2.214 1.116 0.784  0.4045
H -1.972 3.991 0.215  0.2405
H -3.311 3.307 1.177  0.1928
H -5.921 2.681 0.079  0.2089
H -7.272 0.678 0.485  0.2097
C -5.953 -2.857 0.960  -0.5959
H -5.022 -3.230 0.542  0.2013
H -6.594 -3.708 1.182  0.2091
H -5.730 -2.340 1.891  0.2101
H -7.597 -1.591 0.431  0.2001

Computed properties:
* SMILES: CC(C)c1ccc(CCNC(=O)c2cccc(S(=O)(=O)N3CCN(C)CC3)c2)cc1
* highest occupied orbital energy: -0.318 Ha
* total energy: -1683.21950 Ha
* gap between HOMO and LUMO: 9.132 eV
* relative energy (zero: lowest compared OMol25 entry of this formula, charge and spin): 30.25 kcal per mole

---

Entry 2:
Computed, not measured: one molecule with the formula C23H31N3O7S, with the ωB97M-V functional and the def2-TZVPD basis.

Each line ends with the natural charge from an NBO analysis.
CARTESIAN COORDINATES (ANGSTROEM)
C -0.617 3.204 -4.433  -0.6277
C 0.446 2.124 -4.516  -0.0663
H 1.309 2.360 -3.883  0.1945
H 0.806 2.005 -5.545  0.1842
O -0.124 0.887 -4.087  -0.5383
C 0.758 -0.130 -3.935  0.8951
O 1.953 0.001 -4.066  -0.6612
N 0.150 -1.306 -3.658  -0.4517
C -1.257 -1.455 -3.368  -0.2185
H -1.786 -0.563 -3.699  0.2365
C -1.464 -1.680 -1.870  -0.4051
H -2.520 -1.864 -1.667  0.2194
H -1.164 -0.782 -1.327  0.2021
C -0.634 -2.872 -1.371  -0.0647
N -0.728 -2.945 0.070  -0.6503
C -1.365 -3.927 0.731  0.6554
O -1.849 -4.907 0.199  -0.6300
C -1.447 -3.695 2.226  -0.6939
H -1.388 -2.643 2.495  0.2360
H -2.375 -4.124 2.604  0.2605
S -0.130 -4.586 3.192  1.2856
O -0.327 -4.123 4.567  -0.9910
C 1.349 -3.613 2.563  -0.6245
C 1.206 -2.162 2.769  0.0290
C 1.347 -1.410 3.904  0.2984
O 1.088 -0.118 3.571  -0.3995
C 0.797 -0.127 2.256  0.5085
N 0.848 -1.327 1.743  -0.5121
C 0.459 1.068 1.523  -0.1487
C 0.421 1.025 0.132  -0.1275
C 0.060 2.148 -0.572  -0.2491
C -0.263 3.346 0.066  0.2657
C -0.200 3.401 1.476  0.2931
C 0.157 2.261 2.178  -0.2684
H 0.200 2.273 3.255  0.2295
O -0.506 4.587 2.092  -0.5208
C -0.425 4.662 3.494  -0.2525
H -0.688 5.689 3.743  0.2026
H 0.588 4.452 3.852  0.1792
H -1.133 3.982 3.977  0.1787
O -0.612 4.341 -0.789  -0.4949
C -0.903 5.648 -0.341  -0.2403
H -1.778 5.667 0.310  0.1852
H -0.054 6.094 0.180  0.1838
H -1.111 6.215 -1.248  0.1900
H 0.016 2.130 -1.648  0.2274
H 0.695 0.118 -0.379  0.2147
C 1.708 -1.757 5.299  -0.6792
H 2.773 -1.978 5.375  0.2254
H 1.475 -0.922 5.954  0.2337
H 1.146 -2.634 5.611  0.2731
H 1.450 -3.854 1.508  0.2498
H 2.191 -4.010 3.129  0.2446
H -0.255 -2.202 0.587  0.4391
C 0.833 -2.722 -1.790  -0.4045
H 1.384 -3.629 -1.538  0.2165
C 0.947 -2.454 -3.291  -0.2208
H 1.982 -2.246 -3.568  0.2473
H 0.588 -3.321 -3.855  0.1899
H 1.279 -1.890 -1.241  0.2034
H -1.047 -3.805 -1.770  0.2291
H -1.629 -2.320 -3.928  0.1906
H -0.216 4.133 -4.828  0.2163
H -1.486 2.916 -5.018  0.2107
H -0.925 3.366 -3.403  0.2172

Computed properties:
* highest occupied orbital energy: -0.294 Ha
* total energy: -1984.18660 Ha
* gap between HOMO and LUMO: 8.441 eV
* relative energy (zero: lowest compared OMol25 entry of this formula, charge and spin): 68.94 kcal per mole

---

Entry 3:
Computed, not measured: an isolated ion of composition C23H31N4 and charge +1, with the ωB97M-V functional and the def2-TZVPD basis.

Each line ends with the natural charge from an NBO analysis.
CARTESIAN COORDINATES (ANGSTROEM)
C -2.790 -0.350 2.192  -0.6181
C -2.504 -0.679 0.738  -0.0432
C -3.279 -1.880 0.249  -0.6233
N -1.083 -1.079 0.607  -0.1142
N -0.832 -2.345 0.941  -0.0124
N 0.495 -2.421 1.006  -0.0784
C 1.071 -3.764 1.226  -0.0477
C 0.662 -4.615 0.042  -0.6169
C 0.516 -4.258 2.543  -0.6177
C 1.092 -1.229 0.735  0.1237
C 2.556 -1.079 0.849  -0.1318
C 3.140 -1.005 2.134  -0.1974
C 4.522 -1.052 2.290  -0.1895
C 5.349 -1.135 1.161  -0.1791
C 4.786 -1.161 -0.120  -0.2185
C 3.402 -1.107 -0.284  -0.1366
C 0.066 -0.350 0.492  0.2417
C 0.084 1.109 0.172  -0.4709
H -3.835 -0.051 2.315  0.2438
H -2.607 -1.233 2.819  0.2236
H -2.142 0.466 2.531  0.2193
H -2.636 0.194 0.092  0.2304
H -4.356 -1.699 0.323  0.2382
H -3.039 -2.089 -0.798  0.2257
H -3.021 -2.764 0.843  0.2363
H 2.153 -3.633 1.267  0.2391
H 0.979 -5.650 0.179  0.2391
H -0.428 -4.587 -0.077  0.2267
H 1.129 -4.230 -0.869  0.2222
H 0.787 -5.303 2.708  0.2385
H 0.924 -3.662 3.364  0.2224
H -0.575 -4.163 2.543  0.2275
H 2.484 -0.915 3.001  0.2229
H 4.959 -1.024 3.289  0.2340
H 6.435 -1.157 1.282  0.2352
H 5.431 -1.224 -0.999  0.2346
H 2.945 -1.108 -1.274  0.2162
H 1.055 1.502 0.525  0.2482
H -0.701 1.632 0.751  0.2365
C 1.171 3.438 -2.001  -0.4028
N -0.108 2.894 -1.550  -0.5112
C -1.300 3.535 -1.920  0.2334
C -2.240 3.965 -0.949  -0.2579
C -3.298 4.788 -1.332  -0.2027
C -3.493 5.102 -2.683  -0.2175
C -2.625 4.593 -3.654  -0.1859
C -1.538 3.812 -3.281  -0.2706
C -0.076 1.433 -1.302  -0.1978
H 1.084 4.509 -2.230  0.2283
H 1.927 3.302 -1.212  0.1937
H 1.521 2.916 -2.907  0.1735
H -2.086 3.688 0.095  0.2075
H -3.971 5.191 -0.573  0.2221
H -4.331 5.734 -2.983  0.2245
H -2.784 4.807 -4.713  0.2217
H -0.852 3.394 -4.021  0.2168
H -0.985 0.960 -1.712  0.1992
H 0.790 1.038 -1.857  0.1958

Computed properties:
* SMILES: CC(C)n1n[n+](C(C)C)c(-c2ccccc2)c1CCN(C)c1ccccc1
* highest occupied orbital energy: -0.388 Ha
* total energy: -1113.80446 Ha
* charge: +1
* gap between HOMO and LUMO: 7.640 eV

---

Entry 4:
Computed, not measured: one molecule with the formula C23H31N5O3, with the ωB97M-V functional and the def2-TZVPD basis.

Each line ends with the natural charge from an NBO analysis.
CARTESIAN COORDINATES (ANGSTROEM)
C 5.263 2.361 -2.318  -0.5986
C 4.063 2.301 -1.380  -0.3949
C 3.983 0.958 -0.657  -0.3917
C 2.730 0.805 0.201  -0.4064
H 2.685 -0.219 0.581  0.2111
H 1.842 0.971 -0.412  0.2027
C 2.693 1.765 1.394  -0.2280
N 1.597 1.442 2.279  -0.6198
C 0.407 2.065 2.199  0.6615
O 0.197 3.062 1.543  -0.6200
C -0.690 1.383 3.038  -0.3193
N -1.244 0.258 2.288  -0.4483
C -0.510 -0.917 2.307  0.8128
O 0.498 -1.026 2.984  -0.6679
N -0.965 -1.965 1.549  -0.4058
C -2.081 -1.809 0.788  0.3489
C -2.816 -0.633 0.810  -0.0824
N -3.872 -0.848 -0.044  -0.2964
C -3.711 -2.093 -0.522  0.2247
N -2.650 -2.710 -0.043  -0.5007
H -4.387 -2.546 -1.220  0.2066
C -4.871 0.122 -0.411  -0.2221
H -4.876 0.893 0.363  0.2494
H -5.846 -0.373 -0.439  0.2073
C -4.573 0.771 -1.772  -0.2139
C -3.205 1.448 -1.759  -0.6196
H -3.138 2.152 -0.934  0.2262
H -2.406 0.717 -1.653  0.2090
H -3.044 1.988 -2.689  0.2147
C -5.672 1.782 -2.088  -0.6052
H -5.504 2.227 -3.065  0.2159
H -6.650 1.305 -2.091  0.2055
H -5.674 2.575 -1.345  0.2108
H -4.576 -0.012 -2.540  0.1915
C -2.455 0.492 1.617  0.6639
O -3.079 1.524 1.753  -0.6013
C -0.191 -3.199 1.502  -0.2343
C 0.989 -3.050 0.575  -0.0638
C 0.776 -2.931 -0.793  -0.1561
C 1.847 -2.768 -1.653  -0.2252
C 3.139 -2.726 -1.154  -0.2131
C 3.355 -2.838 0.209  -0.2144
C 2.283 -2.996 1.072  -0.1933
H 2.449 -3.070 2.136  0.2199
H 4.360 -2.800 0.602  0.2158
H 3.976 -2.607 -1.826  0.2151
H 1.675 -2.678 -2.716  0.2135
H -0.233 -2.975 -1.177  0.2147
H -0.870 -3.974 1.143  0.2414
H 0.147 -3.423 2.516  0.2327
H -0.289 1.021 3.985  0.2302
H -1.504 2.092 3.198  0.2651
H 1.627 0.538 2.739  0.4265
H 2.540 2.792 1.060  0.2272
H 3.628 1.701 1.958  0.1890
H 3.988 0.156 -1.400  0.2014
H 4.868 0.831 -0.029  0.1905
H 4.138 3.108 -0.650  0.1957
H 3.146 2.455 -1.953  0.1964
H 5.196 1.584 -3.076  0.1980
H 6.187 2.217 -1.763  0.1992
H 5.310 3.325 -2.818  0.2079

Computed properties:
* SMILES: CCCCCNC(=O)Cn1c(=O)c2c(ncn2CC(C)C)n(Cc2ccccc2)c1=O
* highest occupied orbital energy: -0.317 Ha
* total energy: -1394.64498 Ha
* gap between HOMO and LUMO: 9.305 eV
* relative energy (zero: lowest compared OMol25 entry of this formula, charge and spin): 3.67 kcal per mole